Record 1
Below is a molecular structure, C17H18FeO2S in a non-equilibrium geometry, with properties calculated with ωB97M-V/def2-TZVPD.

- orbital gap (alpha / beta) (eV) = 7.4 / 6.0
- <S²> = 6.0854
- strongest force on any atom (eV/A) = 4.1
- total charge = +2
- multiplicity = 5

Positions of all 39 atoms, in Å:
C1 -2.699 -0.408 1.310
C2 -1.310 -0.554 1.858
C3 -0.716 0.412 2.595
Fe1 0.213 0.459 0.628
C4 0.111 2.316 0.864
O1 0.063 3.442 1.026
C5 -0.978 0.543 -0.793
O2 -1.718 0.586 -1.658
C6 2.208 0.315 1.340
C7 2.225 0.844 -0.003
C8 1.624 -0.137 -0.877
C9 1.237 -1.277 -0.076
C10 1.609 -1.001 1.295
H1 -3.445 -0.827 1.988
H2 -2.949 0.643 1.159
H3 -2.792 -0.904 0.343
H4 -0.852 -1.546 1.819
H5 -1.195 1.378 2.734
H6 0.210 0.241 3.144
H7 2.587 0.826 2.228
H8 2.650 1.809 -0.295
H9 1.479 -0.036 -1.954
H10 0.816 -2.207 -0.457
H11 1.524 -1.690 2.137
C11 -4.416 2.472 7.500
C12 -3.800 1.287 6.841
C13 -4.605 0.314 6.257
C14 -4.053 -0.790 5.649
C15 -2.661 -0.954 5.605
S1 -1.983 -2.290 4.873
C16 -1.852 0.028 6.193
C17 -2.417 1.127 6.798
H12 -3.657 3.139 7.909
H13 -5.014 3.042 6.787
H14 -5.067 2.162 8.318
H15 -5.674 0.434 6.290
H16 -4.679 -1.544 5.202
H17 -0.782 -0.096 6.165
H18 -1.789 1.876 7.249

Listed below, in e, are the Mulliken charges computed for each atom: -1.58, 0.55, -0.92, 0.46, 0.44, -0.21, 0.40, -0.18, -0.49, -0.45, -1.02, -0.24, -0.61, 0.28, 0.39, 0.42, 0.39, 0.38, 0.34, 0.46, 0.56, 0.59, 0.49, 0.58, -1.41, 0.90, -0.51, -0.43, 0.43, 0.20, -0.50, -0.67, 0.39, 0.36, 0.38, 0.47, 0.49, 0.49, 0.39

***

Record 2
Below is a molecular structure, C17H18N2PtS2Si, with properties calculated with ωB97M-V/def2-TZVPD.

- orbital gap (alpha / beta) (eV) = 6.8 / 6.8
- strongest force on any atom (eV/A) = 0.8
- total charge = 0

Positions of all 41 atoms, in Å:
Pt1 0.159 0.017 0.063
C1 -1.318 -5.913 3.665
Si1 -0.100 -4.675 2.961
C2 0.897 -3.963 4.365
C3 0.988 -5.535 1.718
C4 -1.147 -3.332 2.139
C5 -2.529 -3.411 2.076
C6 -3.295 -2.422 1.453
C7 -2.646 -1.337 0.919
N1 -1.315 -1.216 0.978
C8 -0.567 -2.186 1.548
S1 1.118 -1.815 1.416
H1 -0.784 -6.718 4.179
H2 -1.930 -6.371 2.882
H3 -1.987 -5.443 4.392
H4 1.423 -4.763 4.894
H5 0.247 -3.453 5.081
H6 1.637 -3.244 4.007
H7 1.527 -6.351 2.209
H8 1.722 -4.851 1.288
H9 0.399 -5.962 0.902
H10 -3.038 -4.258 2.525
H11 -4.372 -2.497 1.391
H12 -3.183 -0.532 0.431
S2 3.217 1.192 -2.933
C9 3.557 2.108 -1.528
C10 2.654 1.887 -0.533
C11 1.644 0.945 -0.890
C12 1.834 0.492 -2.174
C13 0.968 -0.499 -2.788
C14 1.136 -1.042 -4.062
C15 0.254 -2.006 -4.507
C16 -0.782 -2.425 -3.680
C17 -0.890 -1.846 -2.430
N2 -0.049 -0.907 -2.004
H13 4.415 2.762 -1.514
H14 2.701 2.395 0.421
H15 1.963 -0.712 -4.679
H16 0.375 -2.441 -5.491
H17 -1.487 -3.183 -3.992
H18 -1.670 -2.137 -1.737

Listed below, in e, are the Mulliken charges computed for each atom: 0.43, -1.08, 0.07, -0.98, -0.97, 0.22, -0.05, -0.72, -0.33, -0.55, 0.44, -0.53, 0.30, 0.30, 0.31, 0.33, 0.33, 0.32, 0.32, 0.31, 0.34, 0.33, 0.41, 0.44, -0.22, -0.37, -0.45, -0.01, -0.07, 1.13, -0.79, -0.31, -0.80, 0.00, -0.34, 0.45, 0.37, 0.31, 0.42, 0.39, 0.33

***

Record 3
Below is a molecular structure, C17H18N3O2Pd, with properties calculated with ωB97M-V/def2-TZVPD.

- energy above the lowest of the compared OMol25 structures with the same formula, charge and spin (eV) = 0.000
- orbital gap (alpha / beta) (eV) = 7.6 / 6.0
- <S²> = 2.0050
- strongest force on any atom (eV/A) = 0.4
- total charge = +1
- multiplicity = 3

Positions of all 41 atoms, in Å:
Pd1 -1.299 -0.749 -0.098
C1 2.528 -1.869 -1.836
C2 1.182 -1.791 -1.194
N1 0.623 -0.680 -0.887
N2 1.159 0.539 -1.078
C3 0.276 1.490 -0.780
O1 -0.921 1.292 -0.356
C4 0.731 2.889 -0.974
C5 -0.148 3.938 -0.724
C6 0.269 5.248 -0.900
C7 1.565 5.512 -1.325
C8 2.444 4.466 -1.576
C9 2.030 3.157 -1.402
C10 0.394 -3.013 -0.877
C11 0.946 -4.274 -1.003
C12 0.177 -5.385 -0.686
C13 -1.125 -5.210 -0.261
C14 -1.616 -3.919 -0.163
N3 -0.881 -2.851 -0.466
H1 2.901 -0.869 -2.029
H2 2.475 -2.421 -2.777
H3 3.234 -2.387 -1.183
H4 -1.157 3.717 -0.402
H5 -0.416 6.064 -0.711
H6 1.891 6.535 -1.461
H7 3.452 4.672 -1.909
H8 2.706 2.337 -1.597
H9 1.967 -4.386 -1.338
H10 0.599 -6.378 -0.776
H11 -1.760 -6.048 -0.012
H12 -2.632 -3.732 0.154
C15 -1.597 0.130 4.202
C16 -1.865 0.041 2.733
C17 -2.912 0.902 2.107
O2 -1.181 -0.740 2.069
H13 -2.173 0.916 4.681
H14 -0.531 0.290 4.359
H15 -1.848 -0.832 4.655
H16 -3.660 1.216 2.830
H17 -3.411 0.393 1.282
H18 -2.415 1.789 1.706

Listed below, in e, are the Mulliken charges computed for each atom: 0.52, -1.38, 0.66, 0.39, -0.84, 0.77, -0.94, 0.51, -0.39, -0.72, -0.35, -0.71, -0.16, 0.65, -0.45, -0.41, -0.65, -0.18, -0.09, 0.33, 0.35, 0.36, 0.36, 0.40, 0.40, 0.39, 0.42, 0.36, 0.43, 0.40, 0.42, -1.23, 1.15, -1.22, -0.62, 0.38, 0.34, 0.33, 0.41, 0.35, 0.25

***

Record 4
Below is a molecular structure, C17H18N3O7P2Sr in a non-equilibrium geometry, with properties calculated with ωB97M-V/def2-TZVPD.

- energy above the lowest of the compared OMol25 structures with the same formula, charge and spin (eV) = 0.759
- orbital gap (eV) = 8.8
- strongest force on any atom (eV/A) = 4.1
- total charge = +1

Positions of all 48 atoms, in Å:
Sr1 0.792 -0.049 0.529
C1 -1.324 3.271 3.305
C2 -2.362 3.842 2.593
C3 -2.648 3.373 1.323
C4 -1.877 2.356 0.787
N1 -0.851 1.823 1.460
C5 -0.600 2.264 2.700
C6 -2.186 1.765 -0.572
C7 -3.259 2.229 -1.315
C8 -3.545 1.621 -2.520
C9 -2.758 0.574 -2.953
C10 -1.693 0.172 -2.165
N2 -1.407 0.759 -0.993
C11 -0.793 -0.956 -2.614
C12 -1.023 -1.644 -3.797
C13 -0.164 -2.662 -4.169
C14 0.914 -2.970 -3.359
C15 1.069 -2.238 -2.200
N3 0.238 -1.259 -1.822
H1 -1.080 3.587 4.309
H2 -2.958 4.637 3.025
H3 -3.471 3.798 0.770
H4 0.204 1.758 3.222
H5 -3.875 3.043 -0.970
H6 -4.381 1.958 -3.119
H7 -2.977 0.090 -3.891
H8 -1.860 -1.399 -4.431
H9 -0.336 -3.207 -5.088
H10 1.618 -3.751 -3.608
H11 1.902 -2.433 -1.534
C16 4.123 -0.484 4.011
C17 3.657 -0.783 2.578
O1 4.551 -1.620 1.860
P1 3.550 0.803 1.620
O2 5.053 1.274 1.558
O3 2.771 1.924 2.436
O4 2.881 0.717 0.275
P2 1.997 -1.686 2.674
O5 1.846 -2.238 1.123
O6 0.991 -0.542 2.672
O7 2.028 -2.751 3.668
H12 5.051 0.093 4.009
H13 4.285 -1.443 4.503
H14 3.373 0.049 4.596
H15 5.454 -1.446 2.149
H16 5.306 1.757 0.755
H17 3.174 2.099 3.305
H18 2.256 -3.106 0.998

Listed below, in e, are the Mulliken charges computed for each atom: 2.25, -1.02, -0.51, -0.74, 0.48, 0.14, -0.31, 0.87, -0.84, -0.90, -0.82, 0.86, -0.02, 0.46, -0.76, -0.48, -0.96, -0.16, 0.07, 0.42, 0.45, 0.33, 0.56, 0.34, 0.44, 0.33, 0.33, 0.45, 0.41, 0.51, -1.89, 1.34, -0.61, 0.66, -0.50, -0.38, -0.93, 0.48, -0.61, -0.76, -0.78, 0.51, 0.44, 0.46, 0.38, 0.37, 0.32, 0.30

***

Record 5
Below is C17H18N4O2 in the gas phase in a non-equilibrium geometry, with properties calculated with ωB97M-V/def2-TZVPD.

- energy above the lowest of the compared OMol25 structures with the same formula, charge and spin (eV) = 3.613
- SMILES string = [H]/N=C(/CC(=O)N1Cc2ccccc2C1)C(=O)N1CCC[C@H]1C#N
- orbital gap (eV) = 9.0
- strongest force on any atom (eV/A) = 4.5
- total charge = 0

Positions of all 41 atoms, in Å:
H1 -2.662 -2.124 0.695
N1 -2.439 -1.529 1.508
C1 -1.170 -1.196 1.514
C2 -0.822 0.014 2.360
C3 0.024 0.938 1.517
O1 1.210 0.866 1.726
N2 -0.559 1.757 0.496
C4 0.213 2.089 -0.694
C5 -0.873 2.612 -1.548
C6 -0.616 3.199 -2.750
C7 -1.760 3.341 -3.487
C8 -3.134 3.071 -3.033
C9 -3.240 2.609 -1.748
C10 -2.124 2.345 -1.057
C11 -1.970 1.767 0.303
C12 -0.180 -1.823 0.455
O2 -0.678 -1.980 -0.699
N3 0.982 -2.469 0.783
C13 1.675 -2.248 2.038
C14 3.186 -1.999 1.703
C15 3.381 -1.999 0.158
C16 2.058 -2.781 -0.232
C17 2.336 -4.211 -0.373
N4 2.438 -5.330 -0.442
H2 -1.734 0.466 2.599
H3 -0.362 -0.338 3.290
H4 0.737 1.127 -1.105
H5 0.952 2.824 -0.624
H6 0.375 3.447 -3.161
H7 -1.633 3.420 -4.533
H8 -4.002 3.122 -3.678
H9 -4.239 2.225 -1.299
H10 -2.382 2.255 1.198
H11 -2.329 0.728 0.277
H12 1.162 -1.407 2.522
H13 1.422 -3.065 2.690
H14 3.918 -2.841 2.080
H15 3.521 -1.001 2.055
H16 3.375 -0.917 -0.169
H17 4.296 -2.461 -0.136
H18 1.648 -2.504 -1.198

Listed below, in e, are the Mulliken charges computed for each atom: 0.31, -0.71, 0.80, -1.39, 0.45, -0.58, 0.17, -0.39, 0.80, -1.16, -0.36, -0.74, -0.39, 0.35, -0.28, 0.34, -0.69, 0.08, -0.37, -0.55, -0.74, 0.09, -0.01, -0.46, 0.49, 0.50, 0.14, 0.39, 0.41, 0.36, 0.40, 0.27, 0.27, 0.11, -0.01, 0.40, 0.29, 0.33, 0.26, 0.43, 0.40

***

Record 6
Below is C17H18N4O2S3 in the gas phase in a non-equilibrium geometry, with properties calculated with ωB97M-V/def2-TZVPD.

- energy above the lowest of the compared OMol25 structures with the same formula, charge and spin (eV) = 1.866
- SMILES string = C=CCn1c(CSc2nc3ccccc3s2)nnc1SCC(=O)OCC
- orbital gap (eV) = 8.8
- strongest force on any atom (eV/A) = 1.2
- total charge = 0

Positions of all 44 atoms, in Å:
C1 1.348 0.107 5.421
C2 1.046 0.904 4.414
C3 1.404 0.609 2.987
N1 0.225 0.580 2.156
C4 -0.820 -0.307 2.176
C5 -0.939 -1.471 3.070
S1 0.468 -2.639 2.791
C6 0.660 -2.383 1.070
N2 1.708 -1.853 0.567
C7 1.622 -1.747 -0.789
C8 2.593 -1.208 -1.627
C9 2.347 -1.165 -2.980
C10 1.151 -1.645 -3.511
C11 0.171 -2.179 -2.699
C12 0.413 -2.229 -1.338
S2 -0.608 -2.840 -0.075
N3 -1.678 -0.012 1.239
N4 -1.234 1.072 0.587
C13 -0.097 1.416 1.133
S3 0.892 2.732 0.595
C14 -0.075 3.138 -0.883
C15 -0.389 1.861 -1.646
O1 0.396 0.964 -1.811
O2 -1.610 1.913 -2.152
C16 -2.085 0.719 -2.781
C17 -3.369 1.042 -3.520
H1 1.083 0.350 6.436
H2 1.881 -0.817 5.270
H3 0.503 1.827 4.570
H4 1.918 -0.353 2.906
H5 2.053 1.396 2.589
H6 -0.870 -1.196 4.122
H7 -1.875 -1.987 2.863
H8 3.508 -0.831 -1.200
H9 3.088 -0.745 -3.644
H10 0.985 -1.594 -4.577
H11 -0.759 -2.545 -3.106
H12 0.554 3.796 -1.483
H13 -0.996 3.642 -0.594
H14 -1.309 0.342 -3.458
H15 -2.253 -0.024 -1.994
H16 -4.107 1.431 -2.823
H17 -3.759 0.142 -3.985
H18 -3.186 1.789 -4.288

Listed below, in e, are the Mulliken charges computed for each atom: -0.78, -0.14, -0.78, 0.33, 0.27, -0.79, -0.21, 0.45, -0.49, -0.30, -0.51, -0.59, -0.38, -0.60, 0.95, -0.22, -0.84, -0.10, 0.41, -0.25, -0.43, 0.53, -0.47, -0.36, 0.25, -1.51, 0.28, 0.28, 0.33, 0.30, 0.52, 0.44, 0.47, 0.48, 0.39, 0.41, 0.46, 0.40, 0.35, 0.18, 0.18, 0.35, 0.41, 0.33

***

- The lowest strongest force on any atom belongs to which entry?
  C17H18N3O2Pd

***

- The highest strongest force on any atom belongs to which entry?
  C17H18N4O2

***

- What is the formula in the fifth record?
  C17H18N4O2